1.
DFT (wB97M-V/def2-TZVPD) results for a molecular structure, C36H45ClF5GeMnNO3Si3 in a non-equilibrium geometry.

Summary:
E_HOMO (alpha / beta)   -10.77 / -10.77 eV
Orbital gap (alpha / beta)   7.806 / 8.040 eV
Charge   +1
2S+1   3
<S²>   2.069

```
96
Properties=species:S:1:pos:R:3:mulliken_spin:R:1
Mn -0.26173 0.09264 -1.83882 2.179
N -0.21787 1.32860 -3.50281 -0.039
C -1.25894 1.32785 -4.51311 0.013
C -0.88147 1.44150 -5.84176 -0.007
C -1.83582 1.49669 -6.84186 0.006
C -3.17655 1.43456 -6.49864 -0.005
C -3.54786 1.29644 -5.17352 0.006
C -2.60457 1.24204 -4.14590 0.001
C -3.01968 1.04241 -2.73958 0.012
C -4.30273 1.40041 -2.31662 -0.029
C -4.73880 1.15745 -1.02552 0.039
C -3.90077 0.53727 -0.11125 -0.034
C -2.61920 0.19356 -0.51025 0.006
C -2.16980 0.44687 -1.80409 -0.170
H 0.67475 1.22874 -3.97721 0.002
H -0.21015 2.23949 -3.04532 0.003
H 0.17153 1.48868 -6.09959 0.000
H -1.53541 1.58400 -7.87676 0.000
H -3.93491 1.47466 -7.26895 0.000
H -4.59697 1.19015 -4.93733 0.000
H -4.97462 1.90411 -2.99817 0.000
H -5.73748 1.45360 -0.73313 0.001
H -4.23408 0.33151 0.89784 -0.002
H -1.95950 -0.29940 0.20093 0.022
F 1.78276 -0.99612 -2.09430 0.005
C 1.05648 -1.81685 -2.95939 0.049
C -0.29397 -1.52523 -2.98499 -0.081
C -1.02039 -2.28715 -3.88011 -0.058
F -2.33775 -2.09312 -4.01229 -0.001
C -0.43135 -3.26803 -4.66672 -0.010
F -1.16554 -3.97463 -5.51791 -0.001
C 0.93116 -3.52017 -4.57643 0.006
F 1.48634 -4.46369 -5.32004 0.000
C 1.70594 -2.77548 -3.69932 0.001
F 3.01328 -2.99950 -3.57423 -0.001
C -0.95788 3.85021 4.18497 0.000
C -0.64984 4.54697 2.88828 -0.001
C -1.01942 5.86663 2.68447 0.000
C -0.71945 6.51543 1.49528 0.000
Cl -1.20242 8.16018 1.27236 0.000
C -0.05057 5.84960 0.48743 0.001
C 0.31695 4.52350 0.67101 -0.001
C 0.02830 3.88136 1.86366 0.000
O 0.37127 2.56787 2.14546 0.008
C 1.37081 1.92720 1.38615 -0.006
C 0.74356 1.08321 0.28454 0.032
O 0.37821 1.61172 -0.78693 0.009
O 0.55253 -0.17966 0.42644 0.050
H -1.71018 4.40282 4.74392 0.000
H -0.06218 3.77751 4.80634 0.000
H -1.31965 2.83910 4.00412 0.000
H -1.54662 6.40114 3.46381 0.000
H 0.18090 6.35173 -0.44144 0.000
H 0.81009 4.00708 -0.13761 0.000
H 1.90037 1.26202 2.06879 0.000
H 2.06311 2.65034 0.95125 0.001
C 0.66827 -4.79903 2.20453 0.000
Si 0.39911 -3.56206 0.79673 -0.002
C 1.31155 -4.16535 -0.74972 0.001
C -1.41417 -3.34023 0.32671 -0.002
Ge 1.28993 -1.51818 1.83862 -0.005
Si 0.04724 -0.77737 3.83932 -0.001
C 0.98678 0.60933 4.71265 0.000
C -1.66488 -0.24220 3.25774 0.000
C -0.08410 -2.28838 4.95896 0.000
Si 3.73221 -1.24464 1.66120 0.000
C 4.25854 0.56209 1.50438 0.000
C 4.37218 -2.22588 0.18876 0.000
C 4.32080 -1.94864 3.30856 0.000
H 0.52136 -5.82563 1.86432 0.000
H -0.01748 -4.62379 3.03587 0.000
H 1.68778 -4.72515 2.59219 0.000
H 1.61205 -5.20731 -0.62366 0.000
H 2.21238 -3.59212 -0.97119 0.000
H 0.65590 -4.11048 -1.62047 0.000
H -1.86852 -4.31008 0.11169 0.000
H -1.49796 -2.73401 -0.57809 0.005
H -2.00358 -2.86758 1.11537 0.001
H 0.75655 1.57711 4.26489 0.000
H 2.06747 0.45698 4.67386 0.000
H 0.69594 0.65617 5.76411 0.000
H -1.59639 0.60539 2.57581 0.000
H -2.28328 0.05233 4.10853 0.000
H -2.17218 -1.06084 2.74192 0.000
H 0.87213 -2.80723 5.05529 0.000
H -0.82163 -3.00553 4.59553 0.000
H -0.38933 -1.97741 5.96051 0.000
H 3.82408 1.03582 0.62077 0.000
H 5.34442 0.61692 1.40461 0.000
H 3.97872 1.14327 2.38526 0.000
H 4.02779 -1.79053 -0.75190 0.000
H 4.03419 -3.26261 0.22618 0.000
H 5.46391 -2.23409 0.16599 0.000
H 3.86172 -1.42041 4.14710 0.000
H 5.40357 -1.84986 3.40907 0.000
H 4.07470 -3.00861 3.40286 0.000
```

2.
DFT (wB97M-V/def2-TZVPD) results for a molecular structure, CHF3NO3STl in a non-equilibrium geometry.

Summary:
E_HOMO (alpha / beta)   -14.63 / -15.08 eV
Orbital gap (alpha / beta)   7.908 / 8.290 eV
Charge   +1
2S+1   2
<S²>   0.754

```
11
Properties=species:S:1:pos:R:3:mulliken_spin:R:1
Tl -2.49154 0.02120 0.04194 0.012
O -1.29658 -1.52853 0.54571 0.294
N -0.09791 -1.66288 0.11410 0.638
S 0.34754 -0.25689 -0.82091 0.037
O -0.85456 0.62251 -0.94456 -0.005
O 1.09612 -0.61588 -2.01203 0.011
C 1.53017 0.72045 0.26199 0.010
F 0.83910 1.50549 1.06127 0.001
F 2.24745 -0.12790 0.96837 0.005
F 2.31603 1.44078 -0.51147 0.004
H -3.63582 -0.11834 1.29560 -0.007
```

3.
DFT (wB97M-V/def2-TZVPD) results for C10H12N2O2 in the gas phase in a non-equilibrium geometry.

Summary:
E_HOMO (alpha / beta)   -5.72 / -5.72 eV
Orbital gap (alpha / beta)   6.565 / 6.564 eV
Charge   0

```
26
Properties=species:S:1:pos:R:3:nbo_charge:R:1
C 1.98366 0.41935 2.31754 -0.320
C 1.73583 1.52200 1.60053 -0.185
C -0.45710 -1.78546 0.64918 -0.062
C -1.26768 -1.31424 -0.35518 -0.117
C -0.80911 -0.00929 -0.66301 0.327
C -1.13658 0.33717 -2.86897 0.649
C 1.58479 -0.93722 1.85879 -0.230
C 0.92261 1.40059 0.43534 -0.051
C -2.31240 -2.09658 -0.97510 -0.635
C 0.59384 2.60734 -0.31473 -0.617
N 0.42952 -0.83375 0.98321 -0.149
N 0.24887 0.30036 0.18754 -0.057
O -1.21125 0.83898 -1.67465 -0.469
O -0.70099 -0.74346 -3.08538 -0.567
H 2.39688 0.49944 3.29409 0.206
H 2.13169 2.52600 1.81479 0.220
H -0.49464 -2.63402 1.35255 0.228
H -1.62212 1.06577 -3.57823 0.129
H 2.46300 -1.29290 1.10987 0.151
H 1.51155 -1.59254 2.68958 0.229
H -2.29495 -3.12532 -0.45065 0.223
H -2.04612 -2.42323 -1.99460 0.243
H -3.29441 -1.58275 -1.00420 0.222
H 0.80131 2.43581 -1.34850 0.213
H 1.25897 3.40386 0.04969 0.218
H -0.41516 3.01410 -0.02949 0.203
```

4.
DFT (wB97M-V/def2-TZVPD) results for C23H33N3O2 in the gas phase.

Summary:
E_HOMO   -8.04 eV
Orbital gap   8.762 eV
SMILES string   CCOC(=O)C1(CCCc2ccccc2)CCN(Cc2nccn2CC)CC1
Charge   0

```
61
Properties=species:S:1:pos:R:3:nbo_charge:R:1
C -2.58540 -3.13587 -2.36692 -0.622
C -2.35080 -3.03583 -0.87118 -0.075
O -1.50559 -1.91351 -0.61797 -0.540
C -0.97075 -1.83125 0.60765 0.834
O -1.19609 -2.64409 1.46816 -0.614
C -0.07426 -0.61252 0.76598 -0.159
C -0.94692 0.64864 0.96333 -0.383
C -1.98032 0.58553 2.09112 -0.401
C -3.34612 0.03241 1.65678 -0.432
C -4.00292 0.91625 0.63630 0.083
C -3.93430 0.62389 -0.72009 -0.253
C -4.51490 1.46307 -1.65539 -0.197
C -5.17429 2.60879 -1.24638 -0.229
C -5.24960 2.90993 0.10317 -0.203
C -4.66727 2.07025 1.03484 -0.249
C 0.77350 -0.40884 -0.50003 -0.411
C 1.79587 -1.53998 -0.66687 -0.218
N 2.66371 -1.73366 0.47280 -0.441
C 3.81997 -0.86065 0.56360 -0.256
C 3.59090 0.62088 0.54983 0.327
N 3.12560 1.31085 1.56310 -0.485
C 3.06064 2.60304 1.15494 -0.079
C 3.50329 2.70124 -0.12953 -0.117
N 3.83651 1.43161 -0.51995 -0.349
C 4.42603 1.10416 -1.79196 -0.205
C 5.94932 1.20976 -1.74349 -0.612
C 1.88843 -1.92552 1.68144 -0.217
C 0.86183 -0.82335 1.96374 -0.441
H -1.63943 -3.26183 -2.88721 0.212
H -3.06624 -2.23317 -2.73511 0.210
H -3.22443 -3.98808 -2.57915 0.218
H -3.29622 -2.89948 -0.33171 0.184
H -1.86661 -3.93739 -0.47958 0.198
H -1.45693 0.87421 0.02404 0.214
H -0.25625 1.47073 1.16656 0.221
H -1.60070 -0.02550 2.90996 0.214
H -2.13352 1.59659 2.47556 0.206
H -3.98312 -0.03410 2.54227 0.215
H -3.22504 -0.97463 1.26041 0.205
H -3.42071 -0.26834 -1.04696 0.209
H -4.45278 1.22177 -2.70720 0.207
H -5.62943 3.26341 -1.97522 0.211
H -5.76546 3.80146 0.42970 0.211
H -4.73151 2.30835 2.08740 0.208
H 0.12908 -0.36856 -1.37917 0.224
H 1.28940 0.54800 -0.41334 0.214
H 2.40973 -1.36330 -1.55447 0.190
H 1.25645 -2.48265 -0.81900 0.192
H 4.32783 -1.10914 1.49921 0.229
H 4.48721 -1.12800 -0.26323 0.195
H 2.70244 3.37088 1.81073 0.207
H 3.60184 3.53936 -0.78868 0.215
H 4.12851 0.09218 -2.07753 0.208
H 4.02883 1.79920 -2.53768 0.209
H 6.35489 0.51968 -1.00709 0.212
H 6.24895 2.21873 -1.46952 0.214
H 6.37027 0.97179 -2.71670 0.215
H 2.57640 -2.00679 2.52447 0.202
H 1.36662 -2.88289 1.57526 0.200
H 0.28438 -1.11503 2.84037 0.222
H 1.38947 0.10729 2.17559 0.253
```